1.
ORCA calculation (the ωB97M-V functional and the def2-TZVPD basis) on a molecular structure, C16H25ClOV.

Its lowest unoccupied orbital energy (spin up / spin down) is -0.308 / -0.293 Ha. Its expectation value of S² is 0.82. The calculation puts the orbital gap (spin up / spin down) at 7.3 / 8.1 eV. The total energy is -2103.45218 Eh. The value obtained for the strongest force on any atom is 2.722 eV/Å.

Structure (ORCA input):
```
! wB97M-V def2-TZVPD RIJCOSX def2/J DEFGRID3
* xyz 2 2
C -1.600 5.094 -2.010
C -3.086 4.909 -1.935
C -1.029 6.135 -1.103
C -1.017 5.016 -3.389
Cl -0.809 3.080 -1.098
H -1.353 7.111 -1.507
H 0.071 6.163 -1.111
H -1.441 6.088 -0.083
H -3.546 5.821 -2.369
H -3.463 4.842 -0.903
H -3.436 4.068 -2.555
H -1.324 5.938 -3.922
H -1.433 4.177 -3.967
H 0.083 5.014 -3.393
C -0.795 0.013 1.664
C -0.086 1.199 2.070
C -0.906 2.310 1.738
H 0.833 1.270 2.649
C -2.108 1.836 1.154
C -2.035 0.424 1.080
H -2.843 -0.214 0.719
H -0.487 -1.000 1.817
H -0.703 3.353 1.965
H -2.933 2.447 0.847
C 1.214 -0.075 -1.815
C 1.716 -0.391 -0.509
C 2.164 0.835 0.093
H 1.838 -1.395 -0.110
C 1.942 1.883 -0.842
C 1.367 1.323 -2.023
H 1.153 1.867 -2.934
H 0.891 -0.779 -2.589
H 2.680 0.947 1.049
H 2.231 2.937 -0.734
V -0.073 1.137 -0.143
C -2.087 -3.157 -2.692
C -1.946 -1.813 -1.988
O -1.460 -2.011 -0.644
H -1.092 -3.533 -2.981
H -2.697 -3.089 -3.617
H -2.559 -3.892 -2.011
H -1.227 -1.150 -2.481
H -2.909 -1.285 -1.900
H -1.057 -2.865 -0.632
*
```

2.
ORCA calculation (the ωB97M-V functional and the def2-TZVPD basis) on a molecular structure, C31H21BrN7OS2SeV.

Its lowest unoccupied orbital energy (spin up / spin down) is -0.120 / -0.121 Ha. Its expectation value of S² is 3.76. The calculation puts the orbital gap (spin up / spin down) at 6.5 / 7.1 eV. The total energy is -8368.26492 Eh. The value obtained for the strongest force on any atom is 0.524 eV/Å. The calculation puts the energy above the lowest of the compared OMol25 structures with the same formula, charge and spin at 10.30 kcal/mol.

Structure (ORCA input):
```
! wB97M-V def2-TZVPD RIJCOSX def2/J DEFGRID3
* xyz 1 4
V 0.103 -0.285 -0.257
Br -5.083 4.864 -1.436
C -3.646 3.634 -1.488
C -3.356 2.951 -2.677
C -2.309 2.066 -2.728
C -1.506 1.788 -1.599
O -0.498 0.962 -1.714
C -1.824 2.484 -0.400
C -1.025 2.356 0.779
N -0.188 1.401 1.005
C 0.687 1.453 2.116
C 0.540 2.227 3.239
C 1.522 2.227 4.248
C 2.648 1.462 4.131
C 2.815 0.626 3.006
C 3.945 -0.200 2.812
C 4.015 -1.000 1.711
C 2.943 -1.010 0.804
N 1.880 -0.247 0.939
C 1.815 0.599 2.012
C -2.882 3.417 -0.379
H -3.958 3.133 -3.557
H -2.072 1.547 -3.648
H -1.124 3.166 1.503
H -0.333 2.854 3.365
H 1.378 2.851 5.120
H 3.413 1.476 4.897
H 4.741 -0.187 3.546
H 4.866 -1.640 1.530
H 2.960 -1.663 -0.057
H -3.092 3.959 0.536
Se -3.679 -6.999 -0.651
N -3.152 -5.988 0.705
C -2.455 -5.004 0.200
C -1.858 -3.944 1.001
C -1.972 -3.887 2.388
C -1.401 -2.831 3.064
C -0.750 -1.843 2.338
N -0.630 -1.881 1.012
C -1.158 -2.931 0.345
C -0.966 -2.956 -1.104
N -0.222 -1.963 -1.630
C -0.033 -1.931 -2.948
C -0.567 -2.893 -3.798
C -1.329 -3.909 -3.268
C -1.544 -3.949 -1.892
C -2.317 -4.998 -1.236
N -2.905 -5.976 -1.872
H -2.508 -4.672 2.905
H -1.464 -2.753 4.140
H -0.315 -0.987 2.839
H 0.563 -1.109 -3.321
H -0.379 -2.831 -4.860
H -1.766 -4.677 -3.893
S 2.847 0.052 -2.392
C 2.693 1.626 -1.913
N 1.844 2.522 -2.424
C 1.636 3.736 -1.647
C 2.970 4.001 -0.966
S 3.634 2.342 -0.621
H 1.095 2.155 -2.994
H 0.846 3.572 -0.906
H 1.345 4.558 -2.298
H 2.860 4.557 -0.039
H 3.662 4.523 -1.624
*
```

3.
ORCA calculation (the ωB97M-V functional and the def2-TZVPD basis) on a molecular structure, C34H56BrCl3I2N3O3P2S.

Its lowest unoccupied orbital energy is -0.137 Ha. The calculation puts the orbital gap at 5.9 eV. The total energy is -7349.35383 Eh. The value obtained for the strongest force on any atom is 4.465 eV/Å.

Structure (ORCA input):
```
! wB97M-V def2-TZVPD RIJCOSX def2/J DEFGRID3
* xyz 1 1
C 4.291 0.308 2.137
C 2.773 0.363 1.857
C 2.276 0.695 0.424
Br 3.805 0.077 -0.723
C 0.831 0.100 -0.113
N 1.260 -0.675 -1.211
C -0.244 1.183 -0.533
C 0.444 2.290 -1.493
I -0.717 3.632 -2.774
C 1.614 1.907 -2.494
C 1.298 1.230 -3.821
I 2.366 3.930 -3.061
P -0.647 2.378 0.927
C 0.424 2.744 2.339
C 1.573 3.784 2.166
C -1.500 3.937 0.563
C -2.322 4.415 1.798
C -1.691 0.381 -0.724
C -2.992 1.181 -0.394
Cl -3.482 2.463 -1.591
C -4.331 0.439 -0.244
C -5.515 1.404 0.001
S -1.884 -0.261 -2.493
C -3.205 -1.413 -2.868
O -2.117 0.804 -3.429
O -0.696 -0.920 -2.993
C -1.428 -0.803 0.371
Cl -1.253 -2.450 -0.662
C -2.446 -1.488 1.386
C -3.537 -2.407 0.752
C -2.942 -0.826 2.710
C -3.270 0.642 2.918
N 0.073 -0.792 0.849
N -0.034 -0.475 2.218
P 0.699 -2.662 1.008
O 0.569 -3.136 2.573
Cl 2.757 -2.894 0.783
H 4.738 -0.646 1.904
H 4.369 0.368 3.222
H 4.828 1.171 1.775
H 2.507 1.131 2.552
H 2.447 -0.577 2.289
H 2.351 1.752 0.272
H 1.054 -1.656 -1.277
H 1.154 -0.285 -2.130
H 0.932 3.014 -0.878
H 2.532 1.582 -2.041
H 1.857 1.670 -4.628
H 0.265 1.189 -4.128
H 1.660 0.204 -3.794
H 0.720 1.928 2.956
H -0.235 3.268 3.028
H 2.044 3.755 1.193
H 1.147 4.773 2.261
H 2.264 3.681 2.994
H -2.181 3.978 -0.271
H -0.774 4.725 0.385
H -3.363 4.511 1.527
H -2.286 3.685 2.595
H -1.964 5.364 2.164
H -2.936 1.771 0.496
H -4.648 -0.153 -1.091
H -4.420 -0.173 0.631
H -5.228 2.284 0.562
H -6.243 0.901 0.631
H -6.059 1.627 -0.901
H -2.987 -1.655 -3.899
H -4.186 -0.969 -2.913
H -3.175 -2.354 -2.351
H -1.845 -2.280 1.813
H -3.883 -2.087 -0.213
H -3.259 -3.448 0.785
H -4.417 -2.342 1.378
H -2.235 -1.066 3.494
H -3.811 -1.388 3.019
H -4.195 0.998 2.485
H -3.401 0.807 3.982
H -2.490 1.328 2.614
H 0.788 -0.474 2.795
H -0.648 0.287 2.475
H 1.384 -2.917 3.058
C -3.761 -5.222 -3.287
C -2.952 -5.988 -4.114
C -3.450 -6.469 -5.316
C -4.753 -6.178 -5.694
C -5.560 -5.409 -4.869
C -5.066 -4.934 -3.662
H -3.375 -4.849 -2.345
H -1.934 -6.211 -3.822
H -2.822 -7.072 -5.959
H -5.139 -6.550 -6.633
H -6.576 -5.181 -5.165
H -5.699 -4.339 -3.015
C 10.220 -0.072 2.196
C 10.371 0.908 3.168
C 9.497 1.984 3.212
C 8.465 2.076 2.289
C 8.312 1.095 1.319
C 9.191 0.023 1.270
H 10.905 -0.909 2.161
H 11.173 0.833 3.891
H 9.620 2.751 3.965
H 7.780 2.914 2.325
H 7.505 1.167 0.599
H 9.075 -0.739 0.511
*
```

4.
ORCA calculation (the ωB97M-V functional and the def2-TZVPD basis) on 2 unconnected molecules or ions with the total composition C5H12N2O2.

Its lowest unoccupied orbital energy is 0.021 Ha. The calculation puts the orbital gap at 9.4 eV. The total energy is -457.52733 Eh. The value obtained for the strongest force on any atom is 5.349 eV/Å. The calculation puts the energy above the lowest of the compared OMol25 structures with the same formula, charge and spin at 139.05 kcal/mol.

Structure (ORCA input):
```
! wB97M-V def2-TZVPD RIJCOSX def2/J DEFGRID3
* xyz 0 1
H 1.730 1.870 -0.742
N 1.074 1.361 -0.162
C 0.602 0.229 -0.536
C 1.159 -0.537 -1.759
C -0.402 -0.501 0.254
C -1.572 -1.149 -0.356
C 0.270 -1.420 1.240
H 0.418 -1.335 -1.943
H 2.101 -0.986 -1.524
H 1.314 0.256 -2.522
H -0.927 0.227 0.887
H -2.383 -0.902 0.377
H -1.363 -2.195 -0.324
H -1.951 -0.929 -1.312
H -0.430 -2.069 1.880
H 0.874 -0.836 2.018
H 0.884 -2.178 0.711
O -1.568 2.127 0.215
N -0.468 2.703 0.352
O -0.031 2.848 1.656
H 0.668 3.416 1.591
*
```